DFT (ωB97M-V/def2-TZVPD) results for a structure of composition C18H45O16P4Tl at a distorted geometry.

Values from the calculation:
Net charge: 0
Energy relative to the best compared isomer or geometry (same formula, charge and spin): 0.0 kJ/mol
Largest force on an atom: 3.5 eV/Å
Lowest unoccupied orbital energy: -2.7 eV
Frontier orbital gap: 6.2 eV

CARTESIAN COORDINATES (ANGSTROEM)
1 Tl 1.3265 -0.1894 1.8960
2 P -1.4799 1.6682 -0.9237
3 P 3.7062 -2.0234 3.0924
4 P -2.6476 -1.7437 1.9575
5 P 4.2079 0.5724 -1.1683
6 O -1.4706 3.2379 -1.0355
7 O 5.5230 0.7791 -0.3432
8 O 3.4539 -0.6688 3.5950
9 O -1.2490 -1.3830 1.9028
10 O -3.3308 -1.8811 0.5431
11 O 4.2126 1.8081 -2.1289
12 O 3.6958 -2.0542 1.5192
13 O -0.6567 1.1045 0.1241
14 O 3.0013 0.3980 -0.3594
15 O -2.9068 -3.0928 2.7051
16 O -1.1981 1.2021 -2.3826
17 O 2.3918 -2.8279 2.8104
18 O -2.9987 1.3183 -0.7651
19 O 4.7522 -2.9396 3.6124
20 O 4.4901 -0.5713 -2.2130
21 O -3.5845 -0.7357 2.7215
22 C -1.7506 3.9894 0.1834
23 C 4.2201 -1.9506 -1.8085
24 C -3.7675 0.5921 2.1673
25 C 5.7000 0.1022 0.9511
26 C -4.8065 1.2994 2.9856
27 C -4.2586 -3.5823 2.8715
28 C 3.8635 3.1267 -1.6007
29 C 5.4810 -2.7940 -1.9848
30 C -3.8693 1.1752 -1.9126
31 C 7.1932 -0.0768 1.1697
32 C -4.2597 -4.5628 4.0076
33 C -2.5964 -2.6056 -0.4586
34 C -3.0616 4.6982 0.0520
35 C -3.5270 -3.4974 -1.2424
36 C 0.1669 1.2623 -2.8910
37 C 5.0998 3.8925 -1.1784
38 C 0.2400 0.4058 -4.1255
39 C -5.2865 1.0465 -1.4484
40 H -4.0695 0.5151 1.1240
41 H -1.7654 -3.1796 -0.0435
42 H -5.1190 2.2311 2.5202
43 H 5.2801 0.7199 1.7431
44 H 7.6058 -0.8488 0.5263
45 H -0.9092 4.6662 0.3298
46 H 3.4197 -2.3293 -2.4523
47 H 5.8913 -2.5863 -2.9794
48 H -4.0488 -4.0456 4.9422
49 H -5.7417 2.0094 -1.2356
50 H 5.7826 3.9655 -2.0314
51 H -3.4592 -5.2855 3.8487
52 H -3.5659 0.3081 -2.5035
53 H 0.1866 -0.6481 -3.8516
54 H -4.9998 -2.7939 3.0279
55 H -2.8127 1.1242 2.2055
56 H 3.3969 3.6420 -2.4328
57 H 0.4048 2.3000 -3.1220
58 H 5.6465 3.4300 -0.3618
59 H -4.5617 -4.0604 1.9316
60 H 0.8691 0.8806 -2.1555
61 H -3.8750 3.9740 0.0438
62 H -5.6885 0.6560 3.0576
63 H -5.3844 0.2971 -0.6689
64 H -2.1363 -1.8716 -1.1284
65 H 5.2603 -3.8580 -1.9773
66 H 4.8137 4.9143 -0.9255
67 H 3.2227 2.9866 -0.7259
68 H -3.7580 2.0336 -2.5853
69 H -3.1214 5.3332 -0.8313
70 H -5.2090 -5.0907 4.0695
71 H -4.4531 1.4713 4.0008
72 H -4.2936 -2.9245 -1.7724
73 H 7.4035 -0.2714 2.2202
74 H 3.8180 -2.0211 -0.7960
75 H -5.8440 0.6606 -2.3126
76 H 7.6790 0.8741 0.9347
77 H 5.1976 -0.8650 0.9223
78 H 6.2449 -2.5111 -1.2613
79 H -1.7535 3.3102 1.0403
80 H -3.1898 5.3806 0.8982
81 H 1.1711 0.5688 -4.6657
82 H -3.9988 -4.2453 -0.6087
83 H -2.9702 -3.9669 -2.0580
84 H -0.5850 0.6521 -4.7968

So, what does the Mulliken scheme give us? The charges, in e, come out as: 1.1421 -0.5143 0.7779 0.2978 0.1592 -0.3399 -0.3021 -0.6344 -0.1579 -0.0595 -0.3746 -0.2604 -0.0891 0.2674 -0.3373 -0.3036 -0.2565 0.7490 -0.7116 -0.3087 -0.3538 -0.0659 0.1771 1.1176 0.6800 -1.5281 0.0825 -0.0867 -1.2624 -0.2670 -1.3374 -1.3564 -0.0140 -1.1197 -1.3025 0.2079 -1.2000 -1.4394 -1.3664 -0.5938 0.4350 0.3735 0.3480 0.2667 0.4243 0.3383 0.3316 0.3281 0.3440 0.3016 0.3147 0.2842 0.3175 0.2805 0.1215 0.3323 0.2788 0.2403 0.1095 -0.0422 0.1561 0.3677 0.2326 0.0602 0.4112 0.3973 0.2050 0.3602 0.3075 0.3964 0.3700 0.2766 0.4038 0.0354 0.3852 0.3084 -0.3590 0.2056 0.1477 0.4035 0.4206 0.2854 0.4228 0.3565